ORCA calculation (ωB97M-V/def2-TZVPD) on a structure of composition C22H25N3O3RuS.

Last column: Mulliken charge in e.
Element x y z (Å)
Ru  -0.617  0.325  -1.159  0.073
O  5.882  0.715  1.018  -0.496
C  5.631  0.850  -0.359  -0.574
C  4.161  0.663  -0.595  0.235
C  3.639  0.654  -1.884  -1.141
C  2.283  0.489  -2.068  -0.332
N  1.443  0.331  -1.041  0.539
C  1.934  0.347  0.212  0.079
C  3.281  0.495  0.468  -0.474
C  0.907  0.211  1.258  0.529
C  1.155  0.358  2.607  -0.491
C  0.107  0.263  3.515  0.223
C  0.342  0.441  4.985  -0.561
O  1.699  0.734  5.190  -0.494
C  -1.174  0.008  3.025  -1.127
C  -1.359  -0.131  1.672  -0.313
N  -0.341  -0.039  0.801  0.434
H  6.823  0.823  1.189  0.325
H  6.178  0.109  -0.953  0.367
H  5.913  1.841  -0.733  0.361
H  4.280  0.769  -2.748  0.477
H  1.850  0.469  -3.058  0.539
H  3.670  0.484  1.475  0.688
H  2.148  0.568  2.975  0.663
H  0.034  -0.478  5.497  0.380
H  -0.311  1.248  5.340  0.350
H  1.895  0.737  6.132  0.328
H  -2.023  -0.078  3.689  0.496
H  -2.334  -0.335  1.253  0.532
C  -1.269  3.025  -1.857  -0.666
O  -0.510  2.139  -1.021  -0.496
H  -1.231  2.717  -2.902  0.314
H  -0.794  4.000  -1.763  0.290
H  -2.306  3.094  -1.528  0.266
C  -5.583  2.199  -2.009  -1.173
C  -5.247  0.754  -1.618  -0.249
C  -3.813  0.565  -1.420  0.314
N  -2.686  0.428  -1.260  0.035
H  -6.662  2.289  -2.105  0.363
H  -5.132  2.463  -2.963  0.343
H  -5.249  2.902  -1.247  0.353
H  -5.563  0.048  -2.389  0.301
H  -5.746  0.465  -0.691  0.288
S  -0.467  -0.951  -3.042  -0.297
C  -0.455  -2.278  -1.902  0.709
C  0.598  -3.206  -1.962  -0.669
C  0.601  -4.283  -1.103  -0.615
C  -0.431  -4.451  -0.177  -0.480
C  -1.461  -3.531  -0.095  -0.873
C  -1.483  -2.442  -0.960  0.001
H  1.394  -3.066  -2.681  0.476
H  1.409  -5.001  -1.147  0.425
H  -0.433  -5.317  0.471  0.431
H  -2.266  -3.679  0.611  0.480
H  -2.313  -1.751  -0.939  0.511

Its energy above the lowest of the compared OMol25 structures with the same formula, charge and spin is 71.7 kJ/mol. For the total energy, the calculation gives -1735.8520 Eh. As for the spin multiplicity: 1. The calculation puts the frontier orbital gap (spin up / spin down) at 6.43 / 6.32 eV. As for the LUMO energy (spin up / spin down): -7.924 / -8.021 eV. As for the net charge: +2.

ORCA calculation (ωB97M-V/def2-TZVPD) on an isolated molecule of C22H25N3O4.

Last column: Mulliken charge in e.
Element x y z (Å)
C  3.065  3.125  0.591  -0.864
H  3.096  2.749  -0.437  0.322
H  3.447  2.357  1.271  0.343
H  3.688  4.015  0.669  0.246
O  1.770  3.539  0.952  -0.480
C  0.768  2.624  0.928  0.965
C  0.918  1.299  0.586  -0.436
C  -0.174  0.416  0.580  -0.293
C  -1.424  0.902  0.991  -1.086
C  -1.578  2.254  1.332  -0.427
C  -0.514  3.123  1.294  1.005
O  -0.563  4.446  1.597  -0.456
C  -1.803  4.987  1.984  -0.922
H  -2.178  4.516  2.898  0.364
H  -1.617  6.043  2.171  0.234
H  -2.551  4.883  1.192  0.360
H  -2.565  2.568  1.631  0.573
C  -2.593  0.042  1.114  0.582
O  -3.706  0.441  1.422  -0.732
N  -2.365  -1.307  0.868  0.309
C  -1.176  -1.761  0.412  -0.411
C  -0.086  -0.972  0.219  0.387
C  1.107  -1.640  -0.366  -0.105
O  1.391  -2.800  -0.119  -0.721
N  1.841  -0.879  -1.212  -0.117
H  1.470  -0.019  -1.595  0.541
C  2.921  -1.442  -1.983  -0.918
C  3.009  -0.784  -3.333  0.694
N  2.274  0.306  -3.509  -0.319
C  2.324  0.929  -4.675  -0.330
C  3.112  0.501  -5.730  -0.542
C  3.886  -0.636  -5.547  -0.295
C  3.837  -1.291  -4.330  -0.765
H  4.421  -2.180  -4.149  0.398
H  4.515  -1.007  -6.344  0.404
H  3.121  1.039  -6.664  0.378
H  1.701  1.809  -4.757  0.415
H  2.763  -2.522  -2.080  0.390
H  3.876  -1.302  -1.455  0.233
H  -1.122  -2.811  0.167  0.520
C  -3.454  -2.236  1.095  -1.663
H  -4.376  -1.651  1.038  0.469
H  -3.452  -2.987  0.302  0.477
C  -3.386  -2.927  2.470  0.936
C  -2.216  -3.903  2.568  -1.516
H  -2.256  -4.642  1.770  0.366
H  -1.265  -3.379  2.511  0.340
H  -2.253  -4.429  3.519  0.428
C  -3.321  -1.899  3.596  -1.504
H  -2.366  -1.376  3.582  0.236
H  -4.113  -1.162  3.490  0.362
H  -3.426  -2.389  4.561  0.481
H  -4.318  -3.494  2.568  0.359
H  1.894  0.913  0.347  0.780

Its energy above the lowest of the compared OMol25 structures with the same formula, charge and spin is 120.5 kJ/mol. The structure (SMILES) is COc1cc2c(C(=O)NCc3ccccn3)cn(CC(C)C)c(=O)c2cc1OC. For the total energy, the calculation gives -1318.6017 Eh. As for the spin multiplicity: 1. The calculation puts the frontier orbital gap at 8.26 eV. As for the LUMO energy: 0.621 eV.

ORCA calculation (ωB97M-V/def2-TZVPD) on an isolated molecule of C22H25N3O5S.

Last column: Mulliken charge in e.
Element x y z (Å)
C  0.465  4.931  -9.077  -1.125
C  1.633  3.986  -9.335  -0.502
C  2.589  3.870  -8.148  -0.651
C  1.955  3.193  -6.937  -0.615
O  2.973  3.017  -5.970  -0.375
C  2.669  2.451  -4.782  0.780
C  1.407  1.989  -4.413  -0.518
C  1.212  1.415  -3.170  -0.895
C  2.262  1.294  -2.266  0.374
C  3.518  1.784  -2.630  -0.654
C  3.724  2.342  -3.868  -0.503
H  4.693  2.714  -4.161  0.423
H  4.324  1.710  -1.916  0.404
C  2.109  0.721  -0.903  0.631
O  2.796  1.072  0.031  -0.639
N  1.139  -0.253  -0.820  -0.149
C  0.707  -0.961  0.293  0.873
C  -0.203  -2.003  0.086  -0.806
C  -0.681  -2.733  1.154  -0.748
C  -0.252  -2.417  2.429  -0.032
C  0.645  -1.393  2.655  -0.400
C  1.132  -0.662  1.589  -0.657
H  1.835  0.139  1.745  0.504
H  0.944  -1.177  3.668  0.490
S  -0.908  -3.345  3.787  1.428
O  -0.932  -4.746  3.492  -0.737
O  -0.346  -2.915  5.030  -0.685
N  -2.567  -2.899  3.732  -0.252
C  -2.898  -1.628  4.127  0.140
C  -3.963  -1.119  4.825  0.292
C  -3.705  0.281  4.824  0.930
N  -2.596  0.550  4.190  -0.851
O  -2.078  -0.637  3.745  0.052
C  -4.534  1.343  5.445  -1.157
H  -5.538  1.327  5.026  0.287
H  -4.078  2.311  5.262  0.372
H  -4.610  1.176  6.518  0.296
C  -5.116  -1.836  5.433  -1.419
H  -5.318  -1.444  6.428  0.332
H  -6.015  -1.705  4.829  0.289
H  -4.905  -2.901  5.513  0.393
H  -3.179  -3.622  4.080  0.307
H  -1.376  -3.546  1.020  0.428
H  -0.532  -2.235  -0.917  0.346
H  0.716  -0.537  -1.693  0.168
H  0.213  1.101  -2.903  0.383
H  0.568  2.078  -5.085  0.415
H  1.537  2.219  -7.228  0.410
H  1.151  3.815  -6.522  0.427
H  2.938  4.861  -7.853  0.297
H  3.462  3.283  -8.439  0.334
H  1.251  2.995  -9.591  0.295
H  2.199  4.353  -10.193  0.326
H  -0.187  4.546  -8.297  0.304
H  0.828  5.910  -8.772  0.288
H  -0.127  5.051  -9.981  0.353

Its energy above the lowest of the compared OMol25 structures with the same formula, charge and spin is 367.4 kJ/mol. The structure (SMILES) is CCCCOc1ccc(C(=O)Nc2ccc(S(=O)(=O)Nc3onc(C)c3C)cc2)cc1. For the total energy, the calculation gives -1791.9639 Eh. As for the spin multiplicity: 1. The calculation puts the frontier orbital gap at 8.93 eV. As for the LUMO energy: 0.347 eV.

ORCA calculation (ωB97M-V/def2-TZVPD) on a structure of composition C22H25N4O4PbSi.

Last column: Mulliken charge in e.
Element x y z (Å)
Pb  0.015  0.008  -1.930  0.568
O  -4.821  -4.482  0.981  -0.761
C  -4.985  -3.248  0.878  0.451
O  -5.963  -2.536  1.190  -0.758
C  -3.810  -2.488  0.248  -1.007
C  -3.871  -1.119  0.031  -0.421
C  -2.819  -0.430  -0.543  0.161
N  -1.662  -1.084  -0.943  -0.110
C  -1.568  -2.440  -0.660  0.321
C  -2.639  -3.128  -0.097  -0.466
C  -0.325  -3.081  -0.967  0.579
C  -0.012  -4.418  -0.602  -0.731
C  1.209  -4.941  -0.907  -0.371
C  2.156  -4.137  -1.587  -0.782
C  1.802  -2.858  -1.898  -0.155
N  0.597  -2.319  -1.602  -0.171
C  -2.852  1.002  -0.726  0.656
C  -3.934  1.824  -0.330  -0.782
C  -3.847  3.178  -0.486  -0.353
C  -2.679  3.741  -1.036  -0.803
C  -1.678  2.894  -1.416  -0.194
N  -1.756  1.553  -1.284  -0.037
H  -4.779  -0.623  0.345  0.612
H  -2.596  -4.192  0.093  0.514
H  -0.741  -5.007  -0.066  0.334
H  1.454  -5.956  -0.623  0.419
H  3.134  -4.513  -1.854  0.370
H  2.495  -2.198  -2.413  0.365
H  -4.817  1.377  0.101  0.415
H  -4.669  3.813  -0.179  0.427
H  -2.559  4.809  -1.150  0.391
H  -0.751  3.274  -1.832  0.360
N  -0.085  0.464  1.598  -0.210
C  -0.287  1.736  2.274  -0.664
C  1.005  2.561  2.254  -0.414
C  1.293  3.070  0.860  0.591
O  0.815  4.087  0.436  -0.614
O  2.067  2.301  0.086  -0.345
H  -0.957  0.043  1.300  -0.003
H  0.399  -0.204  2.184  0.246
H  -0.617  1.640  3.314  0.410
H  -1.060  2.292  1.741  0.212
H  1.831  1.948  2.625  0.198
H  0.889  3.433  2.897  0.430
C  4.797  2.433  0.807  -1.095
Si  3.466  1.395  0.037  0.214
C  3.843  1.156  -1.751  -0.769
C  3.257  -0.227  0.892  -0.571
H  5.794  2.023  0.623  0.356
H  4.663  2.516  1.891  0.290
H  4.758  3.441  0.386  0.316
H  4.803  0.648  -1.880  0.304
H  3.892  2.122  -2.259  0.269
H  3.070  0.558  -2.237  0.087
H  4.157  -0.839  0.778  0.415
H  2.412  -0.764  0.448  -0.007
H  3.062  -0.107  1.961  0.310

Its energy above the lowest of the compared OMol25 structures with the same formula, charge and spin is 0.0 kJ/mol. For the total energy, the calculation gives -1855.8379 Eh. As for the spin multiplicity: 1. The calculation puts the frontier orbital gap (spin up / spin down) at 4.65 / 4.68 eV. As for the LUMO energy (spin up / spin down): 2.240 / 2.241 eV. As for the net charge: -1.